(1)
# CH4FO3P

A cluster of 2 separate species, CH4FO3P in total in a non-equilibrium geometry (ωB97M-V with the def2-TZVPD basis set, the Open Molecules 2025 dataset).

Its energy above the lowest of the compared OMol25 structures with the same formula, charge and spin is 348.4 kJ/mol. Its charge is 0. The calculation puts the total energy at -707.16632 Ha. The HOMO-LUMO gap is 10.801 eV.

Last column: Löwdin charge in e.
CARTESIAN COORDINATES (ANGSTROEM)
C  -0.3652  0.0749  0.2586  -0.457
O  2.6482  0.4054  -0.3175  0.029
O  0.5360  -0.6219  -0.3310  -0.061
O  1.8682  -0.5566  0.2759  -0.052
F  -0.5099  1.6296  -0.8390  -0.404
P  -2.0757  -0.3954  -0.2845  0.858
H  -0.1074  0.5506  1.1616  0.103
H  2.8878  0.1756  -1.2323  0.125
H  -2.0765  -1.6345  0.5554  -0.076
H  -2.8054  0.3722  0.7527  -0.065

=====

(2)
# CH2I2S

A structure of composition CH2I2S in a non-equilibrium geometry (ωB97M-V with the def2-TZVPD basis set, the Open Molecules 2025 dataset).

Its energy above the lowest of the compared OMol25 structures with the same formula, charge and spin is 149.1 kJ/mol. Its charge is 0. The calculation puts the total energy at -1032.80000 Ha. The HOMO-LUMO gap (alpha / beta) is 7.515 / 6.131 eV.

Last column: Löwdin charge in e.
CARTESIAN COORDINATES (ANGSTROEM)
C  -0.1317  0.3270  -0.7216  -1.274
S  -0.2711  -0.6183  0.7046  0.626
I  1.8670  -1.3759  -2.2468  0.041
I  0.8507  2.1300  -0.6324  0.792
H  -1.0390  0.2171  -1.2276  -0.056
H  0.9849  -0.4969  1.1022  -0.128

=====

(3)
# C50H82BrFO16Si

A cluster of 9 separate species, C50H82BrFO16Si in total in a non-equilibrium geometry (ωB97M-V with the def2-TZVPD basis set, the Open Molecules 2025 dataset).

Its energy above the lowest of the compared OMol25 structures with the same formula, charge and spin is 0.0 kJ/mol. Its charge is 0. Its SMILES is C#C[Si@](Br)(CCF)CCCCCCCCCCCCCC.O=C1CCCO1.O=C1CCCO1.O=C1CCCO1.O=C1CCCO1.O=C1CCCO1.O=C1CCCO1.O=C1CCCO1.O=C1CCCO1. The calculation puts the total energy at -6121.62717 Ha. The HOMO-LUMO gap is 9.670 eV.

Last column: Löwdin charge in e.
CARTESIAN COORDINATES (ANGSTROEM)
C  9.4904  1.7375  0.3858  0.019
C  8.3074  1.8393  0.6275  -0.215
Si  6.4820  1.5098  1.0799  0.250
Br  6.1587  2.4704  3.1336  0.404
C  6.1746  -0.3740  1.3562  -0.247
C  7.2606  -1.2854  0.6409  -0.233
F  8.1457  -1.8752  1.6007  -0.099
C  5.3077  2.2521  -0.2133  -0.297
C  3.7705  2.1071  0.2431  -0.253
C  3.2021  3.5220  0.7198  -0.229
C  1.8901  3.4040  1.5850  -0.206
C  0.5882  3.0152  0.7370  -0.189
C  -0.6596  3.9534  1.0301  -0.203
C  -1.8674  3.1820  1.7215  -0.184
C  -2.5196  2.1200  0.7065  -0.199
C  -2.5453  0.6565  1.2847  -0.205
C  -3.8012  0.2896  2.1786  -0.199
C  -5.1561  0.9952  1.7924  -0.204
C  -5.9030  0.4540  0.5007  -0.198
C  -5.1358  -0.6174  -0.3714  -0.230
C  -4.2591  0.0730  -1.5350  -0.103
H  10.5487  1.5396  0.1008  0.052
H  5.1641  -0.6479  0.9430  0.082
H  6.2657  -0.5908  2.4645  0.081
H  7.8453  -0.7648  -0.1633  0.096
H  6.7292  -2.1485  0.1416  0.115
H  5.4523  1.8067  -1.2420  0.090
H  5.5460  3.3611  -0.2584  0.077
H  3.2042  1.7760  -0.6769  0.109
H  3.6967  1.3240  1.0486  0.084
H  3.0936  4.2211  -0.1632  0.123
H  4.0301  3.9764  1.3525  0.085
H  2.0881  2.6459  2.4043  0.099
H  1.7642  4.3955  2.1197  0.104
H  0.8851  3.1446  -0.3463  0.105
H  0.3512  1.9300  0.9648  0.107
H  -0.3130  4.7497  1.7531  0.096
H  -0.9522  4.4698  0.0776  0.105
H  -1.5479  2.6513  2.6596  0.106
H  -2.6591  3.9504  1.9806  0.107
H  -3.4926  2.4965  0.2971  0.087
H  -1.8041  2.1002  -0.1769  0.100
H  -2.4294  -0.1581  0.5189  0.076
H  -1.6350  0.5673  1.9617  0.101
H  -3.9653  -0.8320  2.1752  0.098
H  -3.5970  0.5444  3.2668  0.111
H  -5.8612  0.8395  2.6701  0.106
H  -5.0179  2.1184  1.7386  0.101
H  -6.0757  1.3500  -0.1766  0.103
H  -6.9298  0.0794  0.7681  0.100
H  -4.5633  -1.3915  0.2032  0.084
H  -5.9377  -1.1910  -0.9383  0.094
H  -3.1711  -0.1888  -1.4777  0.060
H  -4.4648  1.1805  -1.5721  0.058
H  -4.6209  -0.3281  -2.5360  0.059
O  6.6833  4.6519  -2.7036  0.114
C  7.8518  4.9096  -2.7778  -0.482
O  8.4364  5.9607  -2.1440  0.029
C  9.8150  6.0470  -2.5291  -0.162
C  10.1809  4.6597  -3.0134  -0.164
C  8.8728  4.1666  -3.6043  -0.080
H  9.9104  6.8008  -3.3157  0.127
H  10.4154  6.3536  -1.6726  0.126
H  11.0120  4.6554  -3.7194  0.117
H  10.4588  4.0314  -2.1626  0.111
H  8.7624  4.4575  -4.6511  0.133
H  8.7595  3.0899  -3.4911  0.126
O  -3.2229  -3.8864  1.2850  0.105
C  -2.0595  -3.5998  1.1711  -0.476
O  -1.4735  -2.5272  1.7708  -0.002
C  -0.1101  -2.4240  1.3323  -0.157
C  0.2632  -3.8103  0.8547  -0.154
C  -1.0553  -4.3348  0.3191  -0.071
H  -0.0575  -1.6804  0.5317  0.126
H  0.5163  -2.0949  2.1622  0.126
H  1.0676  -3.8099  0.1187  0.118
H  0.5837  -4.4209  1.7034  0.121
H  -1.2084  -4.0606  -0.7274  0.131
H  -1.1436  -5.4119  0.4517  0.129
O  -4.7148  4.1405  -1.7522  0.106
C  -3.9068  4.0846  -2.6396  -0.487
O  -2.6736  3.5324  -2.5035  0.007
C  -1.9241  3.7271  -3.7141  -0.149
C  -2.9610  3.9501  -4.7919  -0.168
C  -4.0772  4.6430  -4.0316  -0.071
H  -1.2680  4.5918  -3.5827  0.131
H  -1.3120  2.8473  -3.9115  0.130
H  -2.5853  4.5200  -5.6358  0.086
H  -3.3167  2.9870  -5.1681  0.124
H  -3.9382  5.7258  -4.0000  0.133
H  -5.0567  4.3935  -4.4361  0.127
O  -0.6035  4.2226  -6.8688  0.119
C  -1.2093  3.9026  -7.8563  -0.466
O  -2.5279  3.5491  -7.8654  0.007
C  -2.8975  3.1206  -9.1842  -0.155
C  -1.8773  3.7491  -10.1098  -0.162
C  -0.6310  3.7849  -9.2448  -0.076
H  -2.8700  2.0281  -9.2154  0.130
H  -3.9110  3.4546  -9.4060  0.127
H  -1.7486  3.2011  -11.0434  0.118
H  -2.1809  4.7698  -10.3578  0.121
H  -0.0605  2.8565  -9.3140  0.136
H  -0.0014  4.6410  -9.4796  0.129
O  1.4089  -1.6465  5.5824  0.114
C  2.2210  -0.7670  5.6755  -0.474
O  3.4297  -0.7852  5.0543  0.026
C  4.1971  0.3591  5.4613  -0.178
C  3.1787  1.3687  5.9461  -0.159
C  2.0860  0.4803  6.5155  -0.073
H  4.8879  0.0526  6.2520  0.131
H  4.7727  0.7330  4.6145  0.025
H  3.5866  2.0803  6.6644  0.120
H  2.7851  1.9355  5.0973  0.112
H  2.2704  0.2262  7.5614  0.135
H  1.1004  0.9269  6.3970  0.130
O  -2.8660  -2.6399  7.9510  0.105
C  -2.6266  -3.1019  6.8681  -0.478
O  -3.5531  -3.2355  5.8811  0.031
C  -2.9640  -3.9201  4.7633  -0.149
C  -1.4776  -3.7118  4.9085  -0.168
C  -1.2964  -3.6536  6.4123  -0.070
H  -3.2435  -4.9764  4.8153  0.119
H  -3.3433  -3.4995  3.8320  0.109
H  -0.8855  -4.4901  4.4271  0.102
H  -1.1951  -2.7514  4.4679  0.110
H  -1.1550  -4.6472  6.8440  0.131
H  -0.4793  -2.9919  6.6961  0.108
O  -1.8892  -2.8383  -4.1776  0.114
C  -3.0125  -3.0960  -4.5095  -0.487
O  -3.5922  -2.6443  -5.6542  0.024
C  -4.9685  -3.0479  -5.6849  -0.164
C  -5.0557  -4.2388  -4.7535  -0.162
C  -3.9967  -3.9163  -3.7149  -0.079
H  -5.5846  -2.2100  -5.3471  0.127
H  -5.2517  -3.3046  -6.7059  0.124
H  -6.0517  -4.3863  -4.3352  0.119
H  -4.7778  -5.1504  -5.2898  0.120
H  -4.3962  -3.3043  -2.9029  0.129
H  -3.5301  -4.8184  -3.3233  0.128
O  -1.2507  -6.9671  4.4306  0.112
C  -2.0894  -7.8231  4.4875  -0.480
O  -2.8774  -8.1796  3.4397  0.030
C  -3.8420  -9.1492  3.8728  -0.160
C  -3.2480  -9.7732  5.1182  -0.163
C  -2.4599  -8.6208  5.7138  -0.077
H  -4.7857  -8.6352  4.0745  0.129
H  -4.0024  -9.8834  3.0833  0.125
H  -3.9983  -10.1877  5.7919  0.118
H  -2.5643  -10.5796  4.8390  0.120
H  -3.0759  -8.0005  6.3685  0.135
H  -1.5715  -8.9678  6.2382  0.128

=====

(4)
# C2H4N2

The molecule C2H4N2 in a non-equilibrium geometry (ωB97M-V with the def2-TZVPD basis set, the Open Molecules 2025 dataset).

Its energy above the lowest of the compared OMol25 structures with the same formula, charge and spin is 205.1 kJ/mol. Its charge is 0. Its SMILES is CN=C=N. The calculation puts the total energy at -188.04019 Ha. The HOMO-LUMO gap is 10.632 eV.

Last column: Löwdin charge in e.
CARTESIAN COORDINATES (ANGSTROEM)
C  0.8147  -0.0533  0.4660  -0.409
C  -1.1551  -0.1675  -0.2366  -0.142
N  -0.3105  0.0369  0.9134  0.031
N  2.0063  -0.0135  0.3712  0.167
H  2.3450  0.9416  0.2491  0.090
H  -0.3879  -0.8829  -0.8649  0.123
H  -2.1480  -0.5381  0.0329  0.073
H  -1.1644  0.6767  -0.9311  0.067

=====

(5)
# C2H2N2OS

The molecule C2H2N2OS in a non-equilibrium geometry (ωB97M-V with the def2-TZVPD basis set, the Open Molecules 2025 dataset).

Its energy above the lowest of the compared OMol25 structures with the same formula, charge and spin is 157.3 kJ/mol. Its charge is 0. Its SMILES is S=c1[nH]cno1. The calculation puts the total energy at -660.28778 Ha. The HOMO-LUMO gap is 9.665 eV.

Last column: Löwdin charge in e.
CARTESIAN COORDINATES (ANGSTROEM)
C  0.9944  -0.3614  0.1321  -0.962
C  -1.1968  0.2080  -0.1980  -0.125
H  0.5980  1.5410  0.3196  0.141
H  -2.0606  0.8267  -0.1758  0.124
N  0.1072  0.6881  0.0790  0.058
N  -1.1844  -1.0635  -0.1307  0.103
O  0.1950  -1.4932  0.1014  -0.064
S  2.5473  -0.3457  -0.1277  0.726